ORCA calculation (ωB97M-V/def2-TZVPD) on the molecule C5H9NOS at a distorted geometry.

Geometry as XYZ:
```
17
Properties=species:S:1:pos:R:3
C 1.38 1.66 -0.49
C 1.71 -1.23 -0.22
C -1.77 -0.63 0.72
C -2.01 0.84 0.50
C -0.94 0.15 -0.31
N 1.06 -1.80 -1.13
O 0.66 0.43 1.83
S 0.76 0.36 0.35
H 2.17 2.20 0.20
H 1.75 1.39 -1.49
H 2.76 -1.32 0.04
H -1.07 -1.05 1.51
H -2.41 -1.31 0.37
H -2.81 1.27 -0.07
H -1.80 1.51 1.20
H -1.14 -0.09 -1.31
H 1.67 -2.38 -1.70
```

Output
total charge = 0
DFT total energy = -19697.9291 eV
LUMO = 0.6 eV
SMILES = [H]/N=C/[S@](=C)(=O)C1CC1
Kohn-Sham gap = 8.52 eV
multiplicity = 1